1.
{"formula": "C22H20N2O5S", "method": "ωB97M-V/def2-TZVPD", "species": ["C", "O", "C", "C", "C", "C", "C", "C", "C", "C", "O", "C", "C", "N", "C", "S", "C", "C", "C", "C", "C", "C", "O", "C", "O", "N", "C", "O", "C", "C", "H", "H", "H", "H", "H", "H", "H", "H", "H", "H", "H", "H", "H", "H", "H", "H", "H", "H", "H", "H"], "xyz": [[2.17, -3.39, 4.05], [0.99, -3.76, 3.36], [0.51, -2.84, 2.47], [0.62, -1.45, 2.67], [0.06, -0.58, 1.77], [-0.68, -1.05, 0.68], [-1.43, -0.01, -0.12], [-2.48, 0.73, 0.73], [-3.50, -0.07, 1.38], [-4.24, -1.13, 0.61], [-3.89, 0.18, 2.51], [-2.47, 2.12, 0.83], [-3.51, 2.98, 1.54], [-1.49, 2.84, 0.19], [-0.56, 2.26, -0.50], [0.75, 3.18, -1.28], [1.36, 1.71, -2.00], [2.47, 1.64, -2.84], [3.40, 2.74, -3.06], [4.42, 2.75, -3.92], [5.13, 3.98, -3.78], [4.43, 4.68, -2.84], [3.40, 3.92, -2.37], [0.52, 0.61, -1.64], [0.67, -0.48, -2.18], [-0.42, 0.91, -0.67], [-0.77, -2.43, 0.40], [-1.49, -2.85, -0.71], [-1.00, -3.95, -1.49], [-0.17, -3.33, 1.33], [2.49, -4.26, 4.62], [2.98, -3.06, 3.35], [2.01, -2.56, 4.80], [1.16, -1.10, 3.57], [0.16, 0.49, 1.88], [-1.98, -0.47, -0.96], [-3.60, -1.76, 0.03], [-4.82, -1.77, 1.26], [-4.92, -0.61, -0.09], [-4.48, 2.48, 1.70], [-3.70, 3.87, 0.92], [-3.15, 3.27, 2.49], [2.69, 0.68, -3.28], [4.58, 2.01, -4.63], [6.01, 4.31, -4.37], [4.67, 5.72, -2.52], [-0.41, -4.67, -0.89], [-1.84, -4.52, -1.90], [-0.39, -3.58, -2.31], [-0.26, -4.38, 1.21]], "lowdin_charge": [-0.10, -0.09, -0.26, -0.01, -0.01, -0.11, -0.13, -0.06, -0.42, 0.01, 0.07, -0.23, -0.02, 0.10, -0.54, 1.12, -0.41, 0.04, -0.28, -0.03, -0.04, -0.09, -0.01, -0.45, 0.11, 0.05, -0.18, -0.11, -0.05, 0.08, 0.09, 0.11, 0.09, 0.11, 0.13, 0.16, 0.06, 0.09, 0.10, 0.08, 0.08, 0.07, 0.13, 0.10, 0.12, 0.14, 0.08, 0.09, 0.09, 0.11], "e_lumo_ev": -0.7, "orbital_gap_ev": 7.13, "total_energy_ev": -47189.167, "spin_multiplicity": 1, "relative_energy_kcal_mol": 83.0}

=====

2.
{"formula": "C4H10N2", "method": "ωB97M-V/def2-TZVPD", "species": ["C", "C", "C", "C", "N", "N", "H", "H", "H", "H", "H", "H", "H", "H", "H", "H"], "xyz": [[1.53, -0.39, 0.54], [-0.23, 0.20, 0.02], [-0.30, 1.10, -1.19], [-1.19, 0.28, 1.17], [1.12, -1.49, -0.36], [-0.24, -1.13, -0.54], [2.30, 0.35, 0.10], [1.48, -0.54, 1.52], [-0.69, 2.14, -1.07], [-0.85, 0.63, -1.94], [0.71, 1.27, -1.48], [-1.86, 1.11, 1.05], [-0.59, 0.33, 2.15], [-1.71, -0.73, 1.31], [1.43, -1.42, -1.25], [-0.90, -1.69, -0.01]], "lowdin_charge": [-0.01, -0.44, -0.05, -0.05, -0.07, -0.09, 0.12, 0.01, 0.09, 0.05, 0.06, 0.06, 0.10, 0.10, 0.05, 0.08], "e_lumo_ev": 1.0, "orbital_gap_ev": 8.84, "total_energy_ev": -7286.209, "spin_multiplicity": 1, "relative_energy_kcal_mol": 101.7}